The following is a quantum chemistry calculation of a structure of composition C20H32N14O2SW, from OMol25.

Multiplicity: 3
HOMO (spin up / spin down), eV: -20.02 / -20.09
HOMO-LUMO gap (spin up / spin down), eV: 6.6 / 7.0
Maximum force, eV Å⁻¹: 0.80
Net charge: +4
Energy relative to the best compared isomer or geometry (same formula, charge and spin), eV: 0.3723
⟨S²⟩: 2.0206
LUMO level (spin up / spin down), eV: -13.43 / -13.04

Geometry as XYZ:
```
70
C20H32N14O2SW, DFT ωB97M-V/def2-TZVPD
W -0.099 -0.377 0.437
N -2.638 1.608 -0.532
C -2.683 0.427 -1.167
N -3.629 0.254 -2.055
C -3.656 -0.919 -2.707
N -4.598 -1.135 -3.589
N -2.742 -1.930 -2.510
C -1.840 -1.688 -1.633
N -1.723 -0.534 -0.888
C -0.817 -2.715 -1.338
C -0.859 -3.966 -1.900
C 0.126 -4.888 -1.557
C 1.111 -4.510 -0.659
C 1.089 -3.235 -0.133
N 0.146 -2.333 -0.465
H -3.408 2.239 -0.711
H -2.059 1.804 0.266
H -5.306 -0.433 -3.761
H -4.646 -2.014 -4.085
H -1.656 -4.202 -2.592
H 0.117 -5.885 -1.980
H 1.894 -5.195 -0.360
H 1.834 -2.913 0.575
N 3.353 -0.882 0.625
N 3.668 -0.106 1.752
C 2.773 0.663 2.352
N 3.134 1.384 3.392
N 1.492 0.642 1.820
N 0.619 1.574 2.212
O 0.750 2.467 2.973
O -0.500 1.377 1.585
H 3.878 -1.748 0.705
H 3.686 -0.401 -0.208
H 4.621 -0.103 2.098
H 4.084 1.355 3.743
H 2.492 2.008 3.857
N -1.830 -1.119 1.724
C -1.258 -1.878 2.843
C 0.109 -1.977 2.825
C 0.822 -2.659 3.796
C 0.087 -3.255 4.815
C -1.305 -3.159 4.839
C -1.995 -2.464 3.850
H -2.488 -1.704 1.213
H -2.374 -0.337 2.090
H 0.654 -1.524 1.990
H 1.902 -2.738 3.774
H 0.603 -3.800 5.595
H -1.861 -3.633 5.639
H -3.078 -2.388 3.879
C 0.636 3.927 -3.833
N 0.191 2.780 -2.997
C -0.714 1.862 -3.715
C 0.699 2.547 -1.800
S 0.913 0.798 -1.418
N 1.137 3.516 -1.012
C 0.579 4.892 -1.060
C 2.245 3.368 -0.066
H 0.782 3.540 -4.840
H 1.582 4.309 -3.469
H -0.113 4.715 -3.863
H -1.438 2.469 -4.254
H -1.244 1.225 -3.021
H -0.150 1.263 -4.430
H -0.419 4.869 -1.485
H 1.215 5.570 -1.624
H 0.518 5.248 -0.033
H 2.645 2.359 -0.112
H 1.905 3.620 0.938
H 3.036 4.067 -0.337
```

For each atom in turn, the natural (NBO) charge in e is: number 1, W, carries 1.5613; number 2, N, carries -0.7659; number 3, C, carries 0.6257; number 4, N, carries -0.5272; number 5, C, carries 0.6169; number 6, N, carries -0.6597; number 7, N, carries -0.4559; number 8, C, carries 0.4541; number 9, N, carries -0.6747; number 10, C, carries 0.1312; number 11, C, carries -0.1550; number 12, C, carries -0.0641; number 13, C, carries -0.1869; number 14, C, carries 0.0703; number 15, N, carries -0.5386; number 16, H, carries 0.4555; number 17, H, carries 0.4109; number 18, H, carries 0.4491; number 19, H, carries 0.4475; number 20, H, carries 0.2864; number 21, H, carries 0.2803; number 22, H, carries 0.2753; number 23, H, carries 0.2168; number 24, N, carries -0.6413; number 25, N, carries -0.3796; number 26, C, carries 0.6527; number 27, N, carries -0.7084; number 28, N, carries -0.4646; number 29, N, carries 0.6388; number 30, O, carries -0.2378; number 31, O, carries -0.5158; number 32, H, carries 0.4028; number 33, H, carries 0.3977; number 34, H, carries 0.4318; number 35, H, carries 0.4528; number 36, H, carries 0.4630; number 37, N, carries -0.8139; number 38, C, carries 0.0857; number 39, C, carries -0.2240; number 40, C, carries -0.1323; number 41, C, carries -0.1687; number 42, C, carries -0.1268; number 43, C, carries -0.2010; number 44, H, carries 0.4259; number 45, H, carries 0.4290; number 46, H, carries 0.1172; number 47, H, carries 0.2314; number 48, H, carries 0.2673; number 49, H, carries 0.2712; number 50, H, carries 0.2599; number 51, C, carries -0.4184; number 52, N, carries -0.3487; number 53, C, carries -0.4135; number 54, C, carries 0.4460; number 55, S, carries -0.0331; number 56, N, carries -0.3770; number 57, C, carries -0.4177; number 58, C, carries -0.4180; number 59, H, carries 0.2537; number 60, H, carries 0.2301; number 61, H, carries 0.2424; number 62, H, carries 0.2528; number 63, H, carries 0.2009; number 64, H, carries 0.2425; number 65, H, carries 0.2317; number 66, H, carries 0.2455; number 67, H, carries 0.2402; number 68, H, carries 0.2051; number 69, H, carries 0.2097; number 70, H, carries 0.2594

The following is a quantum chemistry calculation of a cluster of 2 separate species, C10H10N2 in total, from OMol25.

SMILES string: c1ccncc1.c1ccncc1
HOMO, eV: -8.86
HOMO-LUMO gap, eV: 9.4
Maximum force, eV Å⁻¹: 4.01
Energy relative to the best compared isomer or geometry (same formula, charge and spin), eV: 4.2537
LUMO level, eV: 0.58

Geometry as XYZ:
```
22
C10H10N2, DFT ωB97M-V/def2-TZVPD
C 1.163 -0.844 0.146
C 1.886 -0.645 1.306
C 3.119 -0.017 1.087
C 3.535 0.440 -0.169
C 2.632 0.205 -1.213
C -3.688 0.240 0.492
C -2.922 1.370 0.306
C -1.673 1.010 -0.329
C -1.355 -0.298 -0.558
C -2.331 -1.266 -0.550
H 0.362 -1.576 0.246
H 1.484 -0.950 2.279
H 3.724 0.371 1.982
H 4.522 0.959 -0.409
H 2.926 0.514 -2.207
H -4.622 0.181 1.027
H -3.107 2.376 0.638
H -0.927 1.808 -0.871
H -0.287 -0.294 -0.998
H -2.392 -2.291 -1.287
N 1.399 -0.323 -1.016
N -3.448 -0.969 0.097
```

For each atom in turn, the natural (NBO) charge in e is: number 1, C, carries 0.0599; number 2, C, carries -0.2685; number 3, C, carries -0.1541; number 4, C, carries -0.2778; number 5, C, carries 0.0575; number 6, C, carries 0.0150; number 7, C, carries -0.2813; number 8, C, carries -0.1544; number 9, C, carries -0.3460; number 10, C, carries 0.0536; number 11, H, carries 0.2050; number 12, H, carries 0.2362; number 13, H, carries 0.2176; number 14, H, carries 0.2352; number 15, H, carries 0.1972; number 16, H, carries 0.1906; number 17, H, carries 0.2284; number 18, H, carries 0.2157; number 19, H, carries 0.2794; number 20, H, carries 0.2033; number 21, N, carries -0.4660; number 22, N, carries -0.4464

The following is a quantum chemistry calculation of a cluster of 3 separate species, C5H10O2 in total, from OMol25.

SMILES string: C1=CC1.C=O.CO
HOMO, eV: -9.57
HOMO-LUMO gap, eV: 10.2
Maximum force, eV Å⁻¹: 0.54
Energy relative to the best compared isomer or geometry (same formula, charge and spin), eV: 4.9773
LUMO level, eV: 0.62

Geometry as XYZ:
```
17
C5H10O2, DFT ωB97M-V/def2-TZVPD
C -0.976 -1.461 -2.097
O -0.185 -0.296 -2.041
C -0.411 1.413 0.510
C -0.810 1.265 1.953
C 0.374 1.975 1.372
C 1.655 -0.712 0.635
O 2.162 -0.703 -0.463
H -0.659 -2.139 -2.902
H -2.004 -1.148 -2.300
H -0.975 -2.022 -1.150
H -0.634 1.125 -0.511
H -1.655 1.836 2.345
H -0.679 0.300 2.459
H 1.261 2.554 1.583
H 2.212 -0.397 1.537
H 0.616 -1.049 0.803
H 0.706 -0.540 -1.735
```

For each atom in turn, the natural (NBO) charge in e is: number 1, C, carries -0.2466; number 2, O, carries -0.7499; number 3, C, carries -0.1812; number 4, C, carries -0.4445; number 5, C, carries -0.2078; number 6, C, carries 0.2952; number 7, O, carries -0.5428; number 8, H, carries 0.1659; number 9, H, carries 0.1811; number 10, H, carries 0.1534; number 11, H, carries 0.2667; number 12, H, carries 0.1822; number 13, H, carries 0.1636; number 14, H, carries 0.2268; number 15, H, carries 0.1239; number 16, H, carries 0.1218; number 17, H, carries 0.4922

> What is the energy relative to the best compared isomer or geometry (same formula, charge and spin) in the first record?

0.3723 eV

> Number 2 is which compound?

C10H10N2

> Which value of maximum force does entry 3 give?

0.54 eV Å⁻¹